The following is a quantum chemistry calculation of a molecular structure, C28H32Cl4F6MnN6O2P in a non-equilibrium geometry, from OMol25.

```
80
Properties=species:S:1:pos:R:3:forces:R:3:lowdin_charge:R:1
Mn -20.13473 -0.60214 0.56613 -0.273 0.421 0.158 1.04
P -21.98022 2.02246 2.18117 -0.618 1.592 -0.473 0.22
F -23.07582 0.96889 1.59838 0.431 -0.079 0.077 -0.15
F -22.22404 2.96334 0.89819 0.025 -0.458 0.517 -0.16
F -23.10384 2.75309 3.02631 0.331 0.183 -0.237 -0.16
F -20.82038 3.03028 2.70197 -0.378 -0.477 -0.944 -0.13
F -21.61246 1.02018 3.39181 -0.009 -0.226 -0.574 -0.17
F -20.82269 1.22065 1.27380 0.779 -0.223 -0.396 -0.24
N -21.79175 -0.62557 -0.74988 0.236 -0.302 -2.204 -0.06
C -22.15649 0.46759 -1.45228 -0.632 0.826 0.543 -0.10
C -23.38599 0.58947 -2.08986 0.331 -0.431 0.220 -0.01
C -24.22329 -0.50740 -2.09005 -0.874 0.052 0.314 -0.03
C -23.82645 -1.69183 -1.49316 0.886 0.182 -0.343 -0.02
C -22.55045 -1.72624 -0.95724 -0.495 -0.142 1.434 -0.13
H -21.53980 1.35718 -1.40817 0.200 -0.124 0.280 0.12
H -23.73256 1.53703 -2.47362 0.301 0.042 -0.200 0.13
H -25.23767 -0.42484 -2.46273 0.094 0.052 -0.148 0.13
H -24.47342 -2.55331 -1.43172 0.099 -0.101 -0.179 0.12
H -22.19991 -2.63511 -0.48309 0.043 -0.011 0.007 0.11
N -18.02843 3.04149 5.91461 -0.357 -0.421 0.138 0.06
C -18.69805 1.88145 5.84721 0.173 0.162 0.422 -0.20
C -20.01212 1.77720 5.47050 -0.593 0.624 0.111 -0.08
C -20.69894 2.96145 5.17980 0.027 0.212 -0.188 -0.11
C -20.05581 4.18525 5.26202 0.653 -0.777 0.539 -0.04
C -18.71127 4.15597 5.66234 0.157 0.204 -0.010 -0.15
H -18.15632 0.99285 6.15889 0.106 0.000 -0.079 0.11
H -20.51320 0.82130 5.40028 0.061 0.016 0.166 0.10
H -21.70199 2.95904 4.77509 0.071 -0.186 0.625 0.04
H -20.59018 5.08982 5.01516 0.171 0.182 0.083 0.11
H -18.10021 5.03858 5.80038 -0.312 0.302 -0.228 0.10
N -20.97804 -1.84118 2.00289 -0.706 -1.942 2.164 -0.04
C -20.17987 -2.64586 2.74564 0.751 0.104 -0.358 -0.12
C -20.58759 -3.48422 3.77107 -0.331 0.308 -0.277 -0.02
C -21.93493 -3.50217 4.08372 -0.598 -0.200 -0.080 -0.01
C -22.81322 -2.71649 3.34416 0.524 -0.134 0.375 -0.04
C -22.29019 -1.92462 2.36002 0.103 1.348 -1.399 -0.13
H -19.12459 -2.61511 2.49787 0.006 0.012 -0.016 0.10
H -19.86849 -4.10107 4.28714 0.061 0.047 0.021 0.12
H -22.37050 -4.12755 4.85328 0.357 -0.057 0.126 0.13
H -23.86611 -2.67509 3.57931 -0.003 -0.009 -0.118 0.07
H -22.91096 -1.24167 1.79131 -0.241 -0.181 0.129 0.10
N -18.28698 -0.25470 1.56435 1.884 0.771 0.476 -0.05
C -18.22471 0.35340 2.78182 -1.225 -0.093 -0.200 -0.10
C -17.06794 0.79423 3.38879 0.411 -0.357 -0.484 -0.02
C -15.87989 0.61414 2.69930 0.851 -0.123 -0.126 -0.02
C -15.86479 0.04928 1.42851 -0.764 -0.030 1.033 -0.03
C -17.08357 -0.37678 0.95368 -0.262 -0.711 -1.295 -0.13
H -19.18728 0.47985 3.26565 0.063 0.071 0.127 0.09
H -17.05889 1.22828 4.37731 -0.179 0.030 -0.158 0.08
H -14.91782 0.84231 3.14483 -0.182 0.292 0.160 0.13
H -14.94126 -0.14655 0.90875 -0.062 0.050 -0.199 0.12
H -17.08639 -0.90327 0.00233 -0.160 0.097 -0.026 0.11
N -27.14033 5.88539 0.97176 -0.135 0.027 0.124 0.05
C -26.39226 4.97792 1.59867 0.547 0.242 -0.637 -0.16
C -25.29863 5.31205 2.37717 0.630 0.105 0.335 -0.08
C -24.97277 6.64596 2.57122 -0.671 -0.044 -0.281 -0.11
C -25.79001 7.59893 1.97501 0.263 -0.149 0.209 -0.08
C -26.84663 7.17044 1.17507 0.105 -0.020 0.530 -0.15
H -26.56518 3.93810 1.34744 -0.321 -0.046 0.179 0.10
H -24.63644 4.56751 2.79988 -0.275 -0.224 -0.016 0.08
H -24.11314 6.92705 3.16290 -0.004 0.052 0.023 0.10
H -25.57922 8.64529 2.15139 -0.173 0.077 -0.233 0.10
H -27.50367 7.90209 0.72392 -0.016 -0.027 -0.196 0.10
C -17.88089 4.13382 2.10626 -0.302 0.439 -0.490 0.06
N -18.04721 5.60611 2.32155 0.321 -0.246 0.944 -0.40
O -18.62498 6.24578 1.47115 0.768 0.029 0.001 0.03
O -17.61147 6.05545 3.35981 0.007 0.059 -0.185 0.08
H -18.14907 3.61990 3.02249 -0.064 0.068 0.051 0.07
H -16.83992 3.95713 1.85049 0.023 0.047 -0.018 0.10
H -18.55393 3.93712 1.27791 0.098 -0.466 0.010 0.09
C -24.22141 0.53839 4.24010 0.026 0.247 -0.343 -1.05
Cl -24.00690 1.75940 5.48041 -0.369 -0.209 0.841 0.62
Cl -25.40243 -0.72262 4.58734 -0.217 -0.060 0.286 0.57
H -24.55872 1.07993 3.36332 -0.003 -0.331 0.052 0.01
H -23.25105 0.08080 4.08378 -0.402 -0.099 0.016 -0.01
C -21.25349 6.09698 0.62359 -0.172 0.066 -0.179 -1.00
Cl -22.36501 7.46552 0.49955 0.102 -0.035 0.083 0.56
Cl -21.29175 5.12864 -0.87456 0.191 0.090 0.043 0.50
H -20.24040 6.44734 0.78131 -0.677 0.093 -0.373 -0.03
H -21.54721 5.46163 1.45253 -0.213 -0.070 -0.084 0.01
```
Forces are in eV/Å.

Output
<S²>: 8.7553
Orbital gap (spin up / spin down): 7.33 / 6.55 eV
Multiplicity: 6
Total charge: +1

***

The following is a quantum chemistry calculation of a molecular structure, C5H8N3 in a non-equilibrium geometry, from OMol25.

```
16
Properties=species:S:1:pos:R:3:forces:R:3:lowdin_charge:R:1
C -1.60669 -1.88369 0.24734 0.235 -0.130 -0.402 0.07
C 2.35494 1.65925 -2.27794 0.423 0.202 -0.324 0.13
C -1.10955 -0.01270 2.71574 -0.302 -0.714 0.897 -0.09
C 0.79416 0.68207 -0.61798 -0.230 0.286 0.905 -0.09
C -0.82840 -0.83682 0.19401 -0.726 2.739 4.235 -0.19
N 1.43143 1.31097 -1.52718 -0.208 -0.097 -0.231 0.11
N -0.82338 0.47736 1.61508 0.522 -2.092 -4.015 0.07
N -0.03133 -0.32729 -0.80765 0.174 -0.278 -1.071 0.10
H -1.66630 -2.59644 -0.56255 0.064 -0.094 -0.149 0.08
H -2.22050 -2.09640 1.10363 -0.099 0.127 0.254 0.07
H 2.22096 2.52361 -2.91793 -0.064 0.095 -0.094 0.11
H 3.30838 1.13743 -2.32416 0.011 -0.134 0.138 0.12
H -1.10457 0.65310 3.57269 -0.062 0.210 0.078 0.09
H -1.36597 -1.04940 2.92580 0.000 -0.173 -0.139 0.08
H 0.79411 1.08989 0.39750 0.154 -0.102 -0.204 0.15
H -0.14727 -0.73095 -1.73639 0.109 0.156 0.121 0.19
```
Forces are in eV/Å.

Output
Energy above the lowest of the compared OMol25 structures with the same formula, charge and spin: 97.42 kcal per mole
Orbital gap: 9.25 eV
Total charge: +1

***

The following is a quantum chemistry calculation of 10 unconnected molecules or ions with the total composition C4H31N2O9 in a non-equilibrium geometry, from OMol25.

```
46
Properties=species:S:1:pos:R:3:forces:R:3:lowdin_charge:R:1
C -2.02399 -0.69417 2.35639 0.634 -0.046 0.826 -0.21
N -1.06417 -1.55399 3.08206 -0.173 0.220 -0.532 0.01
C -1.34139 -0.22235 1.07645 -0.547 -0.009 0.459 -0.31
N 0.00036 0.30963 1.46813 0.378 0.513 -0.579 0.19
C -1.60442 1.13285 -1.04123 0.243 0.310 -0.852 -0.09
C -2.13415 0.84933 0.34532 -0.417 -0.218 -0.217 -0.20
H -2.22654 0.16022 3.01417 -0.097 0.028 -0.208 0.13
H -2.97164 -1.18727 2.15478 -0.101 0.005 -0.355 0.12
H -1.46579 -1.92224 3.93194 0.024 -0.029 0.058 0.08
H -0.80768 -2.32837 2.47689 0.041 -0.213 0.188 0.06
H -1.15638 -1.09838 0.45195 -0.017 0.070 -0.170 0.13
H -0.05203 1.32090 1.71866 0.020 -0.052 0.004 0.10
H 0.32442 -0.20865 2.29111 -0.011 -0.263 0.002 0.14
H 0.67726 0.20038 0.67282 -0.347 -0.246 0.419 0.12
H -2.28699 1.77256 -1.61042 0.179 0.186 0.277 0.08
H -1.48776 0.25275 -1.67683 -0.055 -0.316 0.328 0.06
H -0.61354 1.59864 -1.02959 -0.121 0.152 0.060 0.07
H -2.16310 1.76403 0.94553 0.136 -0.051 0.001 0.11
H -3.18480 0.54412 0.24492 0.255 -0.236 0.208 0.13
H 0.67372 3.48391 1.31724 -0.052 0.259 0.190 0.00
H 0.10621 3.52194 2.78474 -0.006 -0.360 -0.798 0.08
O 0.02179 3.06857 1.92125 -0.089 0.066 0.737 -0.07
H 3.41646 1.87380 -1.63690 0.109 -0.339 -0.011 0.01
H 4.24281 0.67668 -2.16732 0.265 -0.166 -0.279 0.06
O 3.63787 0.93674 -1.47712 -0.394 0.214 0.358 -0.04
H -4.00571 -3.73410 -0.34320 0.614 0.775 0.001 0.09
H -3.90971 -2.59779 -1.32968 -0.208 0.395 -0.509 0.06
O -3.48267 -2.92171 -0.54094 -0.668 -1.091 0.562 -0.04
H 1.06618 -0.94290 -1.51435 0.079 0.083 0.030 0.02
H 2.30692 -0.14876 -0.95068 -0.467 -0.589 0.203 0.04
O 1.53166 -0.71333 -0.67476 0.470 0.719 -0.255 -0.10
H -0.30540 -2.43097 -2.33422 0.137 0.037 -0.240 0.02
H -0.11239 -1.63367 -3.68962 0.258 -0.043 0.603 0.07
O 0.19611 -1.68902 -2.76892 -0.494 -0.138 -0.398 -0.08
H 3.88761 4.07246 -2.01012 -0.613 -0.391 0.224 0.11
H 2.57033 3.78103 -2.73452 -0.062 -0.111 0.194 0.10
O 3.03258 3.59983 -1.90137 0.786 0.703 -0.669 -0.04
H 2.22388 4.11820 -0.40975 -0.240 0.039 0.438 0.01
H 1.72434 5.37098 0.32659 -0.104 -0.333 0.209 0.08
O 1.78276 4.40753 0.41767 0.339 0.404 -0.579 -0.05
H 1.53530 -3.69704 0.69195 0.225 -0.153 0.049 0.07
H 1.23056 -2.26085 0.16513 0.028 -0.444 0.248 0.02
O 0.83265 -3.05222 0.60656 -0.042 0.667 -0.079 -0.06
H -0.35944 -3.57313 -0.57754 -0.302 -0.105 -0.124 0.01
H -1.86950 -3.44734 -1.04871 0.482 -0.144 0.051 0.00
O -0.96507 -3.68532 -1.34192 -0.074 0.247 -0.071 -0.08
```
Forces are in eV/Å.

Output
Energy above the lowest of the compared OMol25 structures with the same formula, charge and spin: 0.00 kcal per mole
Orbital gap: 10.05 eV
Total charge: +1

***

The following is a quantum chemistry calculation of 5 unconnected molecules or ions with the total composition H10O5, from OMol25.

```
15
Properties=species:S:1:pos:R:3:forces:R:3:lowdin_charge:R:1
O -1.12738 2.27626 0.47494 0.167 0.049 0.289 -0.04
H -1.78305 2.50877 1.14314 0.025 -0.001 -0.152 0.06
H -0.27219 2.35780 0.91783 -0.124 0.159 -0.108 0.05
O 2.53630 -1.12937 -0.69063 0.428 0.024 -0.057 -0.07
H 2.00823 -0.61516 -1.31003 -0.141 -0.121 0.060 0.02
H 1.89484 -1.45273 -0.05561 -0.112 0.004 -0.038 0.01
O -0.47169 -0.86004 -3.10774 -0.132 -0.033 0.223 -0.07
H -0.59158 0.08091 -3.26882 -0.012 -0.067 -0.001 0.03
H -0.64148 -0.97443 -2.15533 0.208 0.061 -0.328 0.00
O -0.20374 -0.31495 -0.33741 -0.101 0.544 0.160 -0.08
H -0.54841 0.58288 -0.49502 0.046 -0.466 0.284 0.03
H -0.06482 -0.36857 0.62797 -0.276 -0.251 -0.580 0.00
O -0.05816 -0.79945 2.42124 -0.047 0.294 0.320 -0.04
H -0.30138 -1.36774 3.16086 0.047 -0.077 -0.163 0.06
H -0.37551 0.07580 2.67461 0.024 -0.121 0.092 0.05
```
Forces are in eV/Å.

Output
Energy above the lowest of the compared OMol25 structures with the same formula, charge and spin: 24.98 kcal per mole
SMILES: O.O.O.O.O
Orbital gap: 10.40 eV

***

no.,E_tot (eV)
1,-149592.4385
2,-9774.3175
3,-26055.9982
4,-10399.7663